Record 1
A 2-piece molecular cluster, CH3ClO2PS overall at a distorted geometry. Source: the OMol25 dataset; level of theory: wB97M-V/def2-TZVPD.

```
! wB97M-V def2-TZVPD RIJCOSX def2/J DEFGRID3
* xyz -1 1
C 0.86 0.15 1.00
O -2.77 -1.33 -1.27
O -1.74 1.00 -0.96
P -1.73 -0.43 -0.76
S -0.44 -1.13 0.76
Cl 2.51 0.62 -1.91
H 1.06 0.77 0.07
H 1.54 -0.53 1.20
H 0.70 0.88 1.87
*
```

The HOMO energy is -4.188 eV. For the LUMO energy, the calculation gives 2.533 eV.

Record 2
One molecule with the formula CH3ClOS2 at a distorted geometry. Source: the OMol25 dataset; level of theory: wB97M-V/def2-TZVPD.

```
! wB97M-V def2-TZVPD RIJCOSX def2/J DEFGRID3
* xyz 0 1
C -0.15 -0.40 -0.94
O -1.60 -0.74 1.27
S 1.09 0.29 1.84
S -0.76 0.32 0.65
Cl 1.69 2.12 1.17
H 0.44 0.45 -1.48
H -0.93 -0.67 -1.65
H 0.22 -1.36 -0.85
*
```

The HOMO energy is -9.469 eV. For the LUMO energy, the calculation gives -0.536 eV.

Record 3
One molecule with the formula CH3F2NO at a distorted geometry. Source: the OMol25 dataset; level of theory: wB97M-V/def2-TZVPD.

```
! wB97M-V def2-TZVPD RIJCOSX def2/J DEFGRID3
* xyz 0 1
N 0.18 0.97 -0.99
O 0.80 0.33 0.06
C -0.35 -0.82 0.77
F -0.42 -0.53 2.04
F 0.16 -2.01 0.59
H 0.22 1.97 -0.82
H 0.68 0.73 -1.85
H -1.27 -0.63 0.21
*
```

The HOMO energy is -9.384 eV. For the LUMO energy, the calculation gives 1.131 eV. The structure (SMILES) is NOC(F)F.

Record 4
A 2-piece molecular cluster, CH3F2NO overall at a distorted geometry. Source: the OMol25 dataset; level of theory: wB97M-V/def2-TZVPD.

```
! wB97M-V def2-TZVPD RIJCOSX def2/J DEFGRID3
* xyz 0 1
C 1.93 0.12 -0.37
N -1.06 0.51 0.54
O -0.22 1.10 -0.25
F 1.45 -0.99 0.22
F 2.87 0.65 0.35
H 2.00 0.28 -1.37
H -1.07 0.54 1.54
H -1.27 -0.47 0.22
*
```

The HOMO energy (spin up / spin down) is -7.921 / -9.040 eV. For the LUMO energy (spin up / spin down), the calculation gives 0.352 / 1.043 eV.

Record 5
One molecule with the formula CH3F2NO2S2 at a distorted geometry. Source: the OMol25 dataset; level of theory: wB97M-V/def2-TZVPD.

```
! wB97M-V def2-TZVPD RIJCOSX def2/J DEFGRID3
* xyz 0 1
N 2.10 -0.40 0.23
S 1.48 0.54 -0.93
S -0.35 1.18 0.06
O -0.78 2.20 -0.80
O -0.23 1.43 1.44
C -1.65 -0.56 -0.12
F -1.85 -0.70 -1.40
F -0.94 -1.64 0.30
H 1.99 -1.37 0.12
H 2.87 -0.15 0.80
H -2.64 -0.52 0.30
*
```

The HOMO energy is -9.546 eV. For the LUMO energy, the calculation gives -0.192 eV. The structure (SMILES) is NSS(=O)(=O)C(F)F.

Record 6
A 2-piece molecular cluster, CH3F2NS overall at a distorted geometry. Source: the OMol25 dataset; level of theory: wB97M-V/def2-TZVPD.

```
! wB97M-V def2-TZVPD RIJCOSX def2/J DEFGRID3
* xyz 0 1
C 0.23 1.89 0.57
N -0.24 -0.60 -1.24
F -1.30 -2.47 0.33
F 1.01 -2.61 -0.15
S -0.35 -2.02 -1.04
H -0.88 1.88 0.53
H 0.79 2.94 0.76
H 0.75 0.99 0.24
*
```

The HOMO energy (spin up / spin down) is -12.107 / -8.849 eV. For the LUMO energy (spin up / spin down), the calculation gives 0.147 / -3.953 eV.

Record 7
One molecule with the formula CH3F2OP at a distorted geometry. Source: the OMol25 dataset; level of theory: wB97M-V/def2-TZVPD.

```
! wB97M-V def2-TZVPD RIJCOSX def2/J DEFGRID3
* xyz 0 3
C 0.15 -1.43 -0.71
O 0.49 0.97 0.34
F -1.03 -2.14 -1.05
F 1.18 -1.66 -1.57
P -0.33 0.38 -0.97
H 0.31 -1.60 0.31
H 0.53 1.90 0.26
H -1.70 0.22 -0.25
*
```

The HOMO energy (spin up / spin down) is -5.266 / -11.307 eV. For the LUMO energy (spin up / spin down), the calculation gives 0.787 / -3.265 eV.

Record 8
A 2-piece molecular cluster, CH3F6N4 overall at a distorted geometry. Source: the OMol25 dataset; level of theory: wB97M-V/def2-TZVPD.

```
! wB97M-V def2-TZVPD RIJCOSX def2/J DEFGRID3
* xyz 1 1
C 3.96 -0.03 0.36
N 3.41 1.14 -0.11
N 4.23 -1.01 -0.63
N 4.25 -0.35 1.67
N -0.05 0.17 -1.39
F 3.89 1.78 -1.28
F 3.17 2.08 0.73
F 3.43 -0.73 -1.71
F 4.04 -2.29 -0.29
F 3.62 -1.45 2.14
F 3.97 0.66 2.46
H -0.75 0.18 -0.75
H 0.09 -0.28 -2.28
H 0.33 1.13 -1.40
*
```

The HOMO energy is -12.852 eV. For the LUMO energy, the calculation gives -7.849 eV.

Record 9
CH3FIP as an isolated structure at a distorted geometry. Source: the OMol25 dataset; level of theory: wB97M-V/def2-TZVPD.

```
! wB97M-V def2-TZVPD RIJCOSX def2/J DEFGRID3
* xyz 0 1
C -0.34 -0.35 -0.52
F 1.88 -0.05 0.92
P 0.35 -0.58 1.13
I -2.33 -0.65 -0.69
H 0.23 1.66 -0.96
H 0.17 -0.80 -1.32
H 0.04 0.77 1.44
*
```

The HOMO energy (spin up / spin down) is -8.692 / -9.710 eV. For the LUMO energy (spin up / spin down), the calculation gives -0.745 / -0.970 eV.

Record 10
One molecule with the formula CH3FN2 at a distorted geometry. Source: the OMol25 dataset; level of theory: wB97M-V/def2-TZVPD.

```
! wB97M-V def2-TZVPD RIJCOSX def2/J DEFGRID3
* xyz 0 1
C 0.23 0.46 -0.97
N -0.01 0.03 0.25
N -0.57 -1.06 0.56
F -0.64 -1.12 2.03
H -0.29 -0.11 -1.76
H 0.92 1.37 -1.12
H 0.35 0.44 1.02
*
```

The HOMO energy (spin up / spin down) is -8.354 / -8.353 eV. For the LUMO energy (spin up / spin down), the calculation gives 0.908 / 0.908 eV.

Record 11
One molecule with the formula CH3FN2P2 at a distorted geometry. Source: the OMol25 dataset; level of theory: wB97M-V/def2-TZVPD.

```
! wB97M-V def2-TZVPD RIJCOSX def2/J DEFGRID3
* xyz 0 1
C -0.14 -0.36 0.00
N 1.23 -0.45 0.31
P 2.33 -1.24 -0.48
N 3.68 -0.94 0.32
P 4.74 0.42 0.40
F 4.01 1.48 -0.49
H -0.35 -1.12 -0.87
H -0.38 0.60 -0.39
H -0.84 -0.46 0.97
*
```

The HOMO energy (spin up / spin down) is -8.644 / -8.644 eV. For the LUMO energy (spin up / spin down), the calculation gives -1.527 / -1.527 eV. The structure (SMILES) is C/N=P/N=P\F.

Record 12
CH3FNOPS as an isolated structure at a distorted geometry. Source: the OMol25 dataset; level of theory: wB97M-V/def2-TZVPD.

```
! wB97M-V def2-TZVPD RIJCOSX def2/J DEFGRID3
* xyz 0 3
C -0.78 0.98 -0.25
N -0.86 0.69 -1.52
O -1.80 1.41 0.30
F -3.03 1.03 -3.20
P 0.72 0.40 0.72
S -2.87 1.49 -1.56
H 0.00 0.41 -2.00
H 0.00 0.49 1.97
H 0.18 -0.80 0.69
*
```

The HOMO energy (spin up / spin down) is -8.016 / -10.033 eV. For the LUMO energy (spin up / spin down), the calculation gives 0.471 / -2.756 eV.

Record 13
A 2-piece molecular cluster, CH3FO2S overall at a distorted geometry. Source: the OMol25 dataset; level of theory: wB97M-V/def2-TZVPD.

```
! wB97M-V def2-TZVPD RIJCOSX def2/J DEFGRID3
* xyz 0 1
C 1.52 -0.72 0.83
O 1.11 0.19 1.49
H 1.19 -0.98 -0.20
H 2.33 -1.42 1.05
O -1.02 1.49 -0.79
S -2.47 0.90 -0.76
F -2.18 -0.65 -0.17
H -0.48 1.20 -1.44
*
```

The HOMO energy is -9.143 eV. For the LUMO energy, the calculation gives 0.486 eV. The structure (SMILES) is C=O.OSF.

Record 14
One molecule with the formula CH3FO2S at a distorted geometry. Source: the OMol25 dataset; level of theory: wB97M-V/def2-TZVPD.

```
! wB97M-V def2-TZVPD RIJCOSX def2/J DEFGRID3
* xyz 0 1
O 2.46 1.02 -0.54
S 1.36 0.47 0.16
O 1.51 -0.87 0.48
C -0.26 0.46 -0.78
F -0.92 0.50 0.68
H 0.92 1.19 1.26
H -0.42 1.44 -1.15
H -0.60 -0.47 -1.22
*
```

The HOMO energy is -11.546 eV. For the LUMO energy, the calculation gives 0.269 eV. The structure (SMILES) is O=[SH](=O)CF.

Record 15
A 2-piece molecular cluster, CH3FO3 overall at a distorted geometry. Source: the OMol25 dataset; level of theory: wB97M-V/def2-TZVPD.

```
! wB97M-V def2-TZVPD RIJCOSX def2/J DEFGRID3
* xyz 0 1
C 0.19 -0.06 -0.08
O 0.25 0.30 1.18
O 0.47 -1.25 -0.37
O 0.08 0.82 -1.09
F -1.94 0.05 0.26
H -0.39 0.99 1.59
H 0.50 -1.81 0.43
H -0.35 1.64 -0.94
*
```

The HOMO energy is -9.611 eV. For the LUMO energy, the calculation gives 0.108 eV.

Record 16
CH3FO3PS as an isolated structure at a distorted geometry. Source: the OMol25 dataset; level of theory: wB97M-V/def2-TZVPD.

```
! wB97M-V def2-TZVPD RIJCOSX def2/J DEFGRID3
* xyz -1 1
C 0.17 -0.01 0.68
O 0.34 -2.27 -0.78
O -0.12 -0.07 -1.75
O 2.14 -0.64 -0.98
F 1.01 0.12 1.72
P -0.48 1.52 -0.08
S 0.72 -0.88 -0.84
H -1.10 -0.90 1.23
H -1.76 1.06 -0.36
H -0.93 2.07 1.17
*
```

The HOMO energy is -5.063 eV. For the LUMO energy, the calculation gives 3.910 eV.

Record 17
A 2-piece molecular cluster, CH3FOS overall at a distorted geometry. Source: the OMol25 dataset; level of theory: wB97M-V/def2-TZVPD.

```
! wB97M-V def2-TZVPD RIJCOSX def2/J DEFGRID3
* xyz 0 1
C 0.86 -0.14 -0.29
O 1.24 0.17 0.96
F -2.26 0.45 -0.76
S -1.82 -0.73 0.34
H 0.09 0.56 -0.90
H 1.28 -1.10 -0.68
H 0.61 0.79 1.33
*
```

The HOMO energy (spin up / spin down) is -8.345 / -8.343 eV. For the LUMO energy (spin up / spin down), the calculation gives -1.309 / -1.321 eV.

Record 18
CH3I2N as an isolated structure at a distorted geometry. Source: the OMol25 dataset; level of theory: wB97M-V/def2-TZVPD.

```
! wB97M-V def2-TZVPD RIJCOSX def2/J DEFGRID3
* xyz 0 1
C 0.40 0.71 -0.43
N -0.45 -1.05 -0.21
I 0.11 1.82 1.21
I -0.18 -1.90 1.58
H 0.02 0.98 -1.37
H 1.50 0.26 -0.38
H -1.39 -0.83 -0.40
*
```

The HOMO energy is -8.683 eV. For the LUMO energy, the calculation gives -0.081 eV.

Record 19
A 2-piece molecular cluster, CH3I2NO overall at a distorted geometry. Source: the OMol25 dataset; level of theory: wB97M-V/def2-TZVPD.

```
! wB97M-V def2-TZVPD RIJCOSX def2/J DEFGRID3
* xyz 0 1
C 1.18 0.36 0.20
N -1.38 -0.52 -0.81
O 0.46 -0.73 0.36
I -2.03 -2.35 -0.36
I -2.19 1.08 -0.05
H 0.47 1.22 0.49
H 1.40 0.52 -0.80
H 2.09 0.41 0.97
*
```

The HOMO energy (spin up / spin down) is -9.003 / -9.002 eV. For the LUMO energy (spin up / spin down), the calculation gives -2.162 / -2.162 eV.

Record 20
One molecule with the formula CH3I2NS2 at a distorted geometry. Source: the OMol25 dataset; level of theory: wB97M-V/def2-TZVPD.

```
! wB97M-V def2-TZVPD RIJCOSX def2/J DEFGRID3
* xyz 0 1
C 0.16 0.05 0.23
N 1.26 -0.01 1.08
S 2.02 -1.44 1.50
I 3.40 -2.13 -0.22
S 1.99 1.45 1.48
I 3.50 2.07 -0.27
H 0.45 0.52 -0.66
H -0.19 -0.95 0.10
H -0.54 0.69 0.64
*
```

The HOMO energy is -8.541 eV. For the LUMO energy, the calculation gives -0.641 eV. The structure (SMILES) is CN(SI)SI.

So what do the calculations give for total energy? Going down the list: -37830.15565 -37324.56830 -10055.50025 -10053.38060 -33774.02838 -18840.15395 -17851.59561 -23327.83687 -21188.66864 -6778.76718 -25359.78993 -27459.95490 -18730.89718 -18730.40829 -9943.89874 -30068.56251 -16682.12114 -18774.06879 -20818.53256 -40446.91055 eV.